Below is the ion C13H15O with charge +1 at a distorted geometry, with properties calculated with ωB97M-V/def2-TZVPD.

Calculated values
ΔE to the lowest compared entry with this formula, charge and spin, kcal/mol: 87.2
Highest occupied orbital energy (spin up / spin down), Ha: -0.4766 / -0.4766
E_tot, eV: -15759.9606
Net charge: +1

Cartesian coordinates (Å):
O  1.77  -0.43  0.09
C  2.97  1.78  0.39
C  1.83  2.86  0.10
C  -1.11  -2.25  0.85
C  -3.09  -2.51  -0.46
C  -0.29  1.48  -0.49
C  -2.35  -2.83  0.71
C  0.84  -1.18  -0.40
C  -1.22  -1.43  -1.46
C  1.78  0.78  0.79
C  -2.57  -1.73  -1.49
C  0.84  1.26  1.86
C  -0.55  -1.54  -0.23
C  0.77  1.87  0.48
H  -2.71  -3.62  1.32
H  -0.05  0.58  2.01
H  3.68  2.01  1.11
H  -0.68  -0.99  -2.32
H  -0.48  -2.21  1.68
H  -4.12  -2.72  -0.43
H  1.89  3.70  0.68
H  1.23  1.81  2.61
H  1.65  3.23  -0.90
H  -1.09  2.29  -0.68
H  3.50  1.56  -0.57
H  1.27  -1.80  -1.22
H  -3.01  -1.78  -2.43
H  -0.88  0.55  -0.18
H  0.19  1.26  -1.41

These are the natural (NBO) partial charges, in e, on atoms 1 to 6: atom 1 (O): -0.338, atom 2 (C): -0.382, atom 3 (C): -0.394, atom 4 (C): -0.153, atom 5 (C): -0.121, atom 6 (C): -0.642

Below is an isolated molecule of C13H15OP at a distorted geometry, with properties calculated with ωB97M-V/def2-TZVPD.

Calculated values
SMILES: C[P@@]1(=O)C=C[C@@H]2c3ccccc3CC[C@@H]21
ΔE to the lowest compared entry with this formula, charge and spin, kcal/mol: 0.0
Highest occupied orbital energy, Ha: -0.3351
E_tot, eV: -25061.7701
Net charge: 0

Cartesian coordinates (Å):
P  -0.05  1.42  -2.21
O  -0.20  2.87  -2.09
C  0.98  0.58  -0.92
C  -0.38  -0.20  3.12
C  -0.39  -1.49  3.63
C  -0.19  0.03  1.77
C  -0.01  -1.05  0.91
C  -1.27  -0.64  -1.14
C  0.01  -2.34  1.42
C  1.14  1.48  0.29
C  -0.18  -2.56  2.78
C  0.10  -0.82  -0.56
C  -1.51  0.39  -1.95
C  0.61  0.90  -3.84
C  -0.10  1.41  1.18
H  -0.53  0.64  3.79
H  -0.17  -3.57  3.16
H  0.74  -0.17  -3.92
H  -0.04  2.16  1.98
H  1.56  1.40  -4.00
H  -0.98  1.63  0.57
H  -0.55  -1.65  4.68
H  1.94  0.27  -1.32
H  0.60  -1.66  -1.05
H  -2.02  -1.36  -0.86
H  1.28  2.50  -0.06
H  0.16  -3.18  0.76
H  -0.10  1.25  -4.59
H  2.02  1.19  0.87
H  -2.47  0.61  -2.40

These are the natural (NBO) partial charges, in e, on atoms 1 to 6: atom 1 (P): 1.909, atom 2 (O): -1.088, atom 3 (C): -0.549, atom 4 (C): -0.195, atom 5 (C): -0.208, atom 6 (C): -0.001

Below is a structure of composition C13H15PSe2V at a distorted geometry, with properties calculated with ωB97M-V/def2-TZVPD.

Calculated values
ΔE to the lowest compared entry with this formula, charge and spin, kcal/mol: 8.0
Multiplicity: 4
Highest occupied orbital energy (spin up / spin down), Ha: -0.2777 / -0.2784
E_tot, eV: -179390.2316
Net charge: 0

Cartesian coordinates (Å):
Se  0.99  -1.19  0.25
Se  -0.73  -1.62  -2.17
V  1.12  -3.24  -1.20
P  -0.61  -0.03  -0.74
C  -1.73  0.55  3.24
C  1.21  3.60  0.04
C  1.19  -4.85  -2.56
C  0.33  2.52  0.01
C  2.32  3.62  -0.80
C  -1.00  0.31  2.09
C  -3.77  0.47  1.95
C  -3.12  0.63  3.18
C  1.66  1.46  -1.71
C  2.55  2.55  -1.67
C  -3.03  0.23  0.78
C  -1.63  0.13  0.83
C  0.54  1.43  -0.86
H  1.86  0.63  -2.37
H  0.31  -4.86  -3.23
H  0.08  0.31  2.19
H  2.11  -4.81  -3.17
H  -3.55  0.14  -0.16
H  3.42  2.57  -2.31
H  3.00  4.46  -0.76
H  1.03  4.43  0.72
H  -0.52  2.54  0.68
H  2.58  -3.93  -0.41
H  1.95  -4.36  -0.06
H  -3.68  0.84  4.09
H  1.19  -5.79  -1.98
H  -1.22  0.69  4.19
H  -4.85  0.56  1.91

These are the natural (NBO) partial charges, in e, on atoms 1 to 6: atom 1 (Se): -0.528, atom 2 (Se): -0.379, atom 3 (V): 0.871, atom 4 (P): 0.929, atom 5 (C): -0.225, atom 6 (C): -0.225

Below is a structure of composition C13H16AuGeN3O2 at a distorted geometry, with properties calculated with ωB97M-V/def2-TZVPD.

Calculated values
ΔE to the lowest compared entry with this formula, charge and spin, kcal/mol: 11.2
Highest occupied orbital energy, Ha: -0.0918
E_tot, eV: -82514.8614
Net charge: -2

Cartesian coordinates (Å):
Au  1.91  0.44  -0.62
Ge  1.02  -2.76  0.09
O  -1.73  1.25  2.45
O  -1.71  -0.67  1.28
N  3.52  6.31  1.89
N  2.82  2.20  0.26
N  4.09  3.96  1.38
C  -0.81  -3.40  0.15
C  3.36  3.07  0.84
C  -2.29  1.31  0.17
C  1.15  -1.36  -1.39
C  -2.49  3.41  -0.94
C  -1.86  0.57  1.44
C  3.72  5.20  1.59
C  1.54  -1.81  1.79
C  2.26  -4.21  -0.42
C  -2.82  0.65  -0.89
C  -3.17  1.33  -2.04
C  -2.17  2.67  0.19
C  -3.00  2.71  -2.05
H  -3.53  0.83  -2.88
H  -1.15  -3.79  -0.83
H  -2.30  4.50  -0.93
H  -1.38  -2.58  0.51
H  -2.93  -0.42  -0.86
H  3.28  -3.98  -0.24
H  2.13  -4.61  -1.43
H  2.57  -1.47  1.64
H  -0.86  -4.23  0.89
H  0.08  -1.21  -1.71
H  -3.35  3.26  -2.92
H  1.47  -2.45  2.68
H  1.94  -5.03  0.21
H  1.66  -1.80  -2.24
H  0.86  -0.99  1.86
H  -1.86  3.12  1.11

These are the natural (NBO) partial charges, in e, on atoms 1 to 6: atom 1 (Au): 0.422, atom 2 (Ge): 1.597, atom 3 (O): -0.746, atom 4 (O): -0.806, atom 5 (N): -0.550, atom 6 (N): -0.626

Below is a structure of composition C13H16BeBr3CoF9N3O15 at a distorted geometry, with properties calculated with ωB97M-V/def2-TZVPD.

Calculated values
Multiplicity: 4
Highest occupied orbital energy (spin up / spin down), Ha: -0.4418 / -0.4418
E_tot, eV: -321515.4524
Net charge: +1

Cartesian coordinates (Å):
Br  1.55  17.10  -16.02
Br  -0.02  14.24  -15.90
Br  -1.57  17.10  -15.40
Co  4.14  15.43  -11.55
F  4.53  22.70  -9.34
F  3.84  22.06  -7.42
F  4.02  12.26  -7.56
F  5.33  20.88  -8.45
F  2.75  10.63  -8.13
F  0.49  22.13  -7.37
F  0.54  20.95  -5.57
F  4.54  11.08  -9.30
F  -1.33  21.87  -6.36
O  1.47  17.35  -9.97
O  3.16  13.47  -10.11
O  2.39  16.41  -11.47
O  -1.68  19.79  -7.82
O  4.15  16.14  -9.52
O  1.46  12.12  -9.57
O  3.28  17.85  -8.37
O  3.91  13.99  -15.12
O  0.39  19.06  -7.52
O  0.33  15.87  -11.10
O  3.97  15.73  -13.77
O  2.33  15.94  -8.28
O  2.97  21.08  -10.55
O  2.63  19.89  -8.68
O  3.54  13.87  -12.97
N  1.33  16.55  -10.91
N  3.82  14.50  -14.05
N  3.31  16.63  -8.68
C  -0.81  12.10  -10.46
C  3.53  11.58  -8.61
C  -0.20  21.24  -6.63
C  4.22  21.63  -8.61
C  2.70  12.56  -9.49
C  -2.13  18.56  -8.46
C  3.15  20.78  -9.30
C  0.55  12.77  -10.47
C  1.54  21.48  -12.39
C  -1.73  18.67  -9.93
C  0.10  16.09  -15.20
C  1.96  20.44  -11.34
C  -0.44  19.92  -7.42
Be  2.26  17.26  -7.72
H  -1.26  12.03  -9.47
H  -0.82  11.08  -10.85
H  0.23  15.96  -14.13
H  1.14  20.96  -13.26
H  -1.48  12.71  -11.06
H  0.32  13.79  -10.15
H  -1.75  17.75  -10.52
H  -0.72  19.02  -10.16
H  2.36  22.10  -12.74
H  -2.38  19.38  -10.44
H  1.07  20.24  -10.75
H  -3.21  18.56  -8.41
H  2.37  19.50  -11.72
H  -1.61  17.73  -7.99
H  0.76  22.11  -11.98
H  1.01  12.84  -11.45

These are the natural (NBO) partial charges, in e, on atoms 1 to 6: atom 1 (Br): 0.099, atom 2 (Br): 0.084, atom 3 (Br): 0.076, atom 4 (Co): 1.625, atom 5 (F): -0.298, atom 6 (F): -0.294

Below is a structure of composition C13H16BrCl3N7OSSiTl, with properties calculated with ωB97M-V/def2-TZVPD.

Calculated values
ΔE to the lowest compared entry with this formula, charge and spin, kcal/mol: 34.1
Highest occupied orbital energy (spin up / spin down), Ha: 0.0500 / 0.0100
E_tot, eV: -157236.0758
Net charge: -2

Cartesian coordinates (Å):
Tl  0.21  0.00  -0.10
Br  -0.30  3.11  -0.26
Cl  0.51  -0.74  -4.85
Cl  1.83  2.14  -3.88
Cl  3.34  -0.74  -3.20
S  0.68  -2.46  1.98
Si  1.38  0.18  -3.00
O  2.14  0.19  -0.04
N  -0.13  1.57  2.00
N  -4.07  -0.87  -0.16
N  -0.85  -2.11  -1.34
N  2.58  -0.86  2.81
N  -2.74  -3.14  -1.79
N  3.15  -2.18  1.03
N  -2.06  -0.06  0.10
C  -0.15  1.33  3.39
C  -0.57  -3.22  -2.09
C  -4.19  0.27  0.60
C  2.22  -1.81  1.94
C  -1.73  -3.87  -2.38
C  -0.28  2.84  1.66
C  -0.43  3.67  3.90
C  -2.93  0.76  0.76
C  -0.31  2.01  5.79
C  -0.45  3.92  2.47
C  -2.15  -2.10  -1.19
C  -2.77  -1.03  -0.43
C  -0.29  2.34  4.32
H  -0.09  0.29  3.69
H  0.62  1.53  6.10
H  3.54  -0.55  2.87
H  -3.75  -3.33  -1.80
H  -0.44  2.92  6.38
H  3.64  -1.38  0.66
H  1.90  -0.53  3.46
H  -4.84  -1.51  -0.47
H  0.44  -3.46  -2.39
H  -0.57  4.91  2.05
H  -2.59  1.63  1.30
H  -5.14  0.62  0.96
H  2.72  -2.67  0.26
H  -0.55  4.48  4.61
H  -1.13  1.33  6.03
H  -1.93  -4.76  -2.95

These are the Löwdin partial charges, in e, on atoms 1 to 6: atom 1 (Tl): 0.568, atom 2 (Br): 0.709, atom 3 (Cl): -0.116, atom 4 (Cl): -0.055, atom 5 (Cl): -0.032, atom 6 (S): 0.524

What did the first record say?
Below is the ion C13H15O with charge +1 at a distorted geometry, with properties calculated with ωB97M-V/def2-TZVPD.

Calculated values
ΔE to the lowest compared entry with this formula, charge and spin, kcal/mol: 87.2
Highest occupied orbital energy (spin up / spin down), Ha: -0.4766 / -0.4766
E_tot, eV: -15759.9606
Net charge: +1

Cartesian coordinates (Å):
O  1.77  -0.43  0.09
C  2.97  1.78  0.39
C  1.83  2.86  0.10
C  -1.11  -2.25  0.85
C  -3.09  -2.51  -0.46
C  -0.29  1.48  -0.49
C  -2.35  -2.83  0.71
C  0.84  -1.18  -0.40
C  -1.22  -1.43  -1.46
C  1.78  0.78  0.79
C  -2.57  -1.73  -1.49
C  0.84  1.26  1.86
C  -0.55  -1.54  -0.23
C  0.77  1.87  0.48
H  -2.71  -3.62  1.32
H  -0.05  0.58  2.01
H  3.68  2.01  1.11
H  -0.68  -0.99  -2.32
H  -0.48  -2.21  1.68
H  -4.12  -2.72  -0.43
H  1.89  3.70  0.68
H  1.23  1.81  2.61
H  1.65  3.23  -0.90
H  -1.09  2.29  -0.68
H  3.50  1.56  -0.57
H  1.27  -1.80  -1.22
H  -3.01  -1.78  -2.43
H  -0.88  0.55  -0.18
H  0.19  1.26  -1.41

These are the natural (NBO) partial charges, in e, on atoms 1 to 6: atom 1 (O): -0.338, atom 2 (C): -0.382, atom 3 (C): -0.394, atom 4 (C): -0.153, atom 5 (C): -0.121, atom 6 (C): -0.642

Copy entry 2 word for word.
Below is an isolated molecule of C13H15OP at a distorted geometry, with properties calculated with ωB97M-V/def2-TZVPD.

Calculated values
SMILES: C[P@@]1(=O)C=C[C@@H]2c3ccccc3CC[C@@H]21
ΔE to the lowest compared entry with this formula, charge and spin, kcal/mol: 0.0
Highest occupied orbital energy, Ha: -0.3351
E_tot, eV: -25061.7701
Net charge: 0

Cartesian coordinates (Å):
P  -0.05  1.42  -2.21
O  -0.20  2.87  -2.09
C  0.98  0.58  -0.92
C  -0.38  -0.20  3.12
C  -0.39  -1.49  3.63
C  -0.19  0.03  1.77
C  -0.01  -1.05  0.91
C  -1.27  -0.64  -1.14
C  0.01  -2.34  1.42
C  1.14  1.48  0.29
C  -0.18  -2.56  2.78
C  0.10  -0.82  -0.56
C  -1.51  0.39  -1.95
C  0.61  0.90  -3.84
C  -0.10  1.41  1.18
H  -0.53  0.64  3.79
H  -0.17  -3.57  3.16
H  0.74  -0.17  -3.92
H  -0.04  2.16  1.98
H  1.56  1.40  -4.00
H  -0.98  1.63  0.57
H  -0.55  -1.65  4.68
H  1.94  0.27  -1.32
H  0.60  -1.66  -1.05
H  -2.02  -1.36  -0.86
H  1.28  2.50  -0.06
H  0.16  -3.18  0.76
H  -0.10  1.25  -4.59
H  2.02  1.19  0.87
H  -2.47  0.61  -2.40

These are the natural (NBO) partial charges, in e, on atoms 1 to 6: atom 1 (P): 1.909, atom 2 (O): -1.088, atom 3 (C): -0.549, atom 4 (C): -0.195, atom 5 (C): -0.208, atom 6 (C): -0.001

Q: Which of these has the lowest E_tot?
A: C13H16BeBr3CoF9N3O15

Q: What is the net charge in the fifth record?
A: +1